The following is a quantum chemistry calculation of a molecular structure, C8H8Br3N2O4, from the Open Molecules 2025 dataset.

Geometry as ORCA input:
```
! RIJCOSX wB97M-V def2-TZVPD def2/J DEFGRID3
* xyz 1 1
O 4.2091 -1.7680 1.5919
N 4.1238 -0.7267 2.0616
O 4.2861 0.3628 1.0458
C 3.3876 0.2503 -0.0313
C 1.9564 0.3020 0.4299
C 1.0695 -0.7397 0.3121
C -0.2412 -0.5753 0.7555
C -1.2184 -1.7192 0.6402
O -1.2030 -2.6152 1.4219
O -2.0845 -1.6292 -0.3753
C -0.6436 0.6343 1.3176
C 0.2772 1.6429 1.4324
N 1.5275 1.4523 0.9888
H 3.5316 -0.6463 -0.6339
H 3.5780 1.0999 -0.6855
H 1.3918 -1.6790 -0.1105
H -1.8928 -0.8637 -0.9371
H -1.6547 0.7835 1.6614
H 0.0241 2.6002 1.8575
H 2.2040 2.2022 1.0861
C -4.5421 0.2353 -2.6712
Br -2.7538 0.9925 -2.7342
Br -5.8376 1.5868 -2.2696
Br -4.9416 -0.7008 -4.2904
H -4.5534 -0.4821 -1.8636
*
```

Properties
- HOMO (eV) = -12.7
- E_LUMO (eV) = -5.12
- strongest force on any atom (eV/Å) = 0.77

***

The following is a quantum chemistry calculation of 2 unconnected molecules or ions with the total composition C8H13Br2 at a distorted geometry, from the Open Molecules 2025 dataset.

Geometry as ORCA input:
```
! RIJCOSX wB97M-V def2-TZVPD def2/J DEFGRID3
* xyz 0 2
Br -0.6581 0.1962 0.1640
Br 1.6492 0.3254 0.4417
C -0.8839 -3.3673 3.7493
C -2.1985 -2.6336 3.4533
C -2.5545 -2.6532 1.9458
C -3.6944 -1.7057 1.6480
C -3.4014 -0.2459 2.0159
C -2.7118 -0.1357 3.3828
C -2.7658 1.1298 3.9230
C -2.0961 -1.2392 3.9694
H -0.6713 -3.3056 4.8221
H -0.9561 -4.4170 3.4484
H -0.0418 -2.9033 3.2171
H -3.0227 -3.2065 3.9315
H -1.6642 -2.3447 1.3833
H -2.8195 -3.6774 1.6533
H -3.9758 -1.7639 0.5988
H -4.5774 -1.9918 2.2256
H -2.7658 0.2474 1.2508
H -4.3451 0.3244 2.0486
H -2.4186 1.3489 4.9313
H -3.2670 1.8685 3.3063
H -1.4400 -1.0804 4.8513
*
```

Properties
- HOMO (alpha / beta) (eV) = -7.4 / -9.6
- E_LUMO (alpha / beta) (eV) = -1.69 / -1.68
- <S²> = 0.78
- strongest force on any atom (eV/Å) = 1.06
- relative energy (zero: lowest compared OMol25 entry of this formula, charge and spin) (kJ/mol) = 58.45

***

The following is a quantum chemistry calculation of 2 unconnected molecules or ions with the total composition C2H4BNO2 at a distorted geometry, from the Open Molecules 2025 dataset.

Geometry as ORCA input:
```
! RIJCOSX wB97M-V def2-TZVPD def2/J DEFGRID3
* xyz 0 1
B 0.4288 0.1998 -0.0200
C -1.9536 -0.4527 0.0014
C 1.0915 -1.2058 0.0177
N -3.0028 0.0463 0.0350
O 0.4946 0.9210 -1.2266
O 0.2360 0.7233 1.2278
H 1.4289 -1.6257 -0.8174
H 1.3346 -1.6102 0.9120
H -0.2964 1.3787 -1.3991
H 0.2385 1.6253 1.2692
*
```

Properties
- HOMO (alpha / beta) (eV) = -10.0 / -11.5
- E_LUMO (alpha / beta) (eV) = -4.10 / -2.41
- strongest force on any atom (eV/Å) = 4.13
- relative energy (zero: lowest compared OMol25 entry of this formula, charge and spin) (kJ/mol) = 527.81

***

The following is a quantum chemistry calculation of C3H3NO in the gas phase at a distorted geometry, from the Open Molecules 2025 dataset.

Geometry as ORCA input:
```
! RIJCOSX wB97M-V def2-TZVPD def2/J DEFGRID3
* xyz 0 1
O -0.0706 -1.1133 -0.9964
C -0.6457 0.0859 -0.8869
C -0.2139 0.7057 0.2463
C 0.6179 -0.2801 0.8515
N 0.6968 -1.3585 0.1172
H -0.5512 1.6481 0.6645
H -0.9294 0.5759 -1.8257
H 1.0961 -0.2637 1.8295
*
```

Properties
- HOMO (eV) = -10.1
- E_LUMO (eV) = 1.05
- strongest force on any atom (eV/Å) = 2.08
- relative energy (zero: lowest compared OMol25 entry of this formula, charge and spin) (kJ/mol) = 124.61
- SMILES = c1cnoc1